C16H15Cl2N3O3S | ωB97M-V with the def2-TZVPD basis set

CARTESIAN COORDINATES (ANGSTROEM)
C 2.381 4.268 0.622
O 1.963 3.405 -0.409
C 2.260 2.081 -0.311
C 2.933 1.488 0.753
C 3.163 0.124 0.755
C 2.727 -0.673 -0.296
N 2.972 -2.051 -0.266
C 2.177 -3.070 -0.658
S 2.781 -4.594 -0.816
N 0.862 -2.850 -0.987
N 0.109 -1.829 -0.420
C 0.136 -1.537 0.905
O 0.708 -2.196 1.738
C -0.592 -0.231 1.237
O -1.380 0.289 0.186
C -2.703 -0.023 0.063
C -3.455 0.943 -0.610
C -4.803 0.787 -0.851
C -5.437 -0.362 -0.402
Cl -7.124 -0.581 -0.671
C -4.717 -1.342 0.256
C -3.355 -1.186 0.481
Cl -2.541 -2.514 1.259
C 2.088 -0.072 -1.381
C 1.850 1.284 -1.382
H 2.050 5.262 0.324
H 1.919 4.006 1.579
H 3.470 4.267 0.730
H 3.281 2.074 1.588
H 3.676 -0.331 1.589
H 3.837 -2.352 0.162
H 0.361 -3.725 -1.121
H -0.280 -1.142 -1.058
H -1.160 -0.355 2.162
H 0.187 0.521 1.410
H -2.936 1.829 -0.940
H -5.358 1.549 -1.373
H -5.205 -2.243 0.592
H 1.802 -0.673 -2.231
H 1.355 1.759 -2.213

Properties
2S+1 ... 1
SMILES ... COc1ccc(NC(=S)NNC(=O)COc2ccc(Cl)cc2Cl)cc1
Net charge ... 0

=====

C3HFO2Zn | ωB97M-V with the def2-TZVPD basis set

CARTESIAN COORDINATES (ANGSTROEM)
F 1.981 -0.228 -0.100
O 0.589 1.332 -0.916
C -0.599 1.781 -0.585
C 0.794 0.007 -0.558
O -1.285 0.604 -0.126
C -0.478 -0.441 -0.039
Zn -0.637 -1.632 1.709
H 0.200 -1.144 -1.123

Properties
2S+1 ... 1
Net charge ... +2

=====

C3H8O2 | ωB97M-V with the def2-TZVPD basis set

CARTESIAN COORDINATES (ANGSTROEM)
C -1.645 0.263 -0.009
C -0.104 -0.410 0.250
O 0.024 -0.348 -1.187
C 1.215 0.325 0.732
O 2.307 -0.093 -0.068
H -1.574 1.286 0.337
H -2.372 -0.340 0.507
H -2.063 0.381 -1.068
H 0.092 -1.475 0.570
H -0.499 -1.093 -1.492
H 1.079 1.407 0.652
H 1.530 0.100 1.763
H 2.009 -0.004 -0.987

Properties
2S+1 ... 1
SMILES ... C[C@@H](O)CO
Net charge ... 0

=====

C18H21FN2O2 | ωB97M-V with the def2-TZVPD basis set

CARTESIAN COORDINATES (ANGSTROEM)
C -6.132 0.089 -1.086
N -4.884 0.686 -0.625
C -4.965 1.720 0.468
C -3.655 0.320 -1.195
O -3.629 -0.542 -2.047
C -2.414 1.013 -0.807
C -1.273 0.456 -0.230
C -0.110 1.217 0.129
O 0.078 2.410 -0.020
N 0.834 0.389 0.700
C 2.135 0.895 1.184
C 3.158 1.008 0.036
C 3.343 -0.284 -0.765
C 4.660 -0.053 -1.445
C 5.522 0.547 -0.334
C 4.573 1.327 0.549
C 0.300 -0.911 0.856
C 0.766 -2.098 1.491
F 1.975 -2.169 2.111
C -0.045 -3.291 1.435
C -1.272 -3.274 0.756
C -1.696 -2.102 0.127
C -0.957 -0.919 0.221
H -6.308 0.307 -2.114
H -7.006 0.411 -0.535
H -6.040 -0.975 -0.963
H -4.575 1.279 1.413
H -4.370 2.578 0.220
H -6.048 2.007 0.594
H -2.415 2.070 -1.033
H 2.076 1.908 1.613
H 2.534 0.279 1.993
H 2.818 1.750 -0.673
H 3.425 -1.160 -0.124
H 2.511 -0.388 -1.459
H 5.122 -0.973 -1.862
H 4.464 0.683 -2.200
H 6.033 -0.255 0.267
H 6.247 1.156 -0.802
H 4.708 1.005 1.534
H 4.739 2.382 0.467
H 0.287 -4.232 1.869
H -1.895 -4.154 0.705
H -2.614 -2.111 -0.422

Properties
2S+1 ... 1
SMILES ... CN(C)C(=O)/C=C1/C(=O)N(CC2CCCC2)c2c(F)cccc21
Net charge ... 0

=====

C27H34BN7S3Ti | ωB97M-V with the def2-TZVPD basis set

CARTESIAN COORDINATES (ANGSTROEM)
Ti -0.289 0.829 1.913
S -0.487 -1.165 3.257
C 1.195 -1.544 3.001
C 1.616 -2.861 2.806
C 2.940 -3.147 2.522
C 3.316 -4.508 2.254
N 3.581 -5.604 2.037
C 3.879 -2.104 2.438
C 3.475 -0.797 2.652
C 2.140 -0.503 2.938
S 1.644 1.169 3.181
C 5.249 -2.379 2.104
N 6.343 -2.600 1.832
H 0.894 -3.665 2.844
H 4.197 0.005 2.575
N -4.569 0.611 2.776
C -4.109 1.183 3.941
C -2.770 1.309 3.783
N -2.410 0.817 2.542
C -3.517 0.406 1.965
H -5.522 0.379 2.559
H -4.760 1.443 4.755
H -2.040 1.720 4.458
H -3.578 -0.041 0.988
C -1.320 5.607 1.950
C -0.477 5.163 2.957
C -0.163 3.812 3.068
C -0.698 2.880 2.183
C -1.558 3.343 1.185
C -1.861 4.691 1.056
H -1.557 6.659 1.860
H -0.051 5.869 3.658
H 0.507 3.500 3.861
H -2.011 2.645 0.483
H -2.521 5.022 0.263
C 1.201 -4.012 -2.969
C 2.136 -4.223 -1.783
C 2.644 -2.943 -1.126
C 1.565 -2.066 -0.504
N 0.907 -1.241 -1.517
C -0.213 -0.550 -1.353
S -1.179 -0.799 0.071
N -0.545 0.308 -2.315
C -1.631 1.281 -2.264
C -2.154 1.600 -3.659
C -3.136 0.580 -4.233
C -2.585 -0.833 -4.395
H 0.959 -4.962 -3.447
H 1.663 -3.373 -3.727
H 0.261 -3.546 -2.673
H 3.001 -4.808 -2.103
H 1.634 -4.828 -1.021
H 3.228 -2.347 -1.838
H 3.346 -3.212 -0.334
H 2.001 -1.401 0.249
H 0.806 -2.668 -0.005
H 1.509 -0.946 -2.278
H 0.175 0.511 -3.000
H -1.257 2.188 -1.781
H -2.417 0.866 -1.636
H -1.304 1.734 -4.338
H -2.642 2.576 -3.611
H -3.479 0.945 -5.204
H -4.025 0.553 -3.594
H -1.665 -0.832 -4.983
H -3.304 -1.473 -4.908
H -2.360 -1.297 -3.434
B 2.328 1.977 -1.919
C 1.469 1.685 -0.632
N 0.849 1.345 0.284
H 2.507 0.886 -2.441
H 3.362 2.498 -1.597
H 1.637 2.685 -2.627

Properties
2S+1 ... 1
Net charge ... 0

=====

C4H7NaO7 | ωB97M-V with the def2-TZVPD basis set

CARTESIAN COORDINATES (ANGSTROEM)
O -0.707 1.166 1.292
C 0.437 1.043 1.670
O 1.287 0.102 1.302
O 0.996 1.953 2.450
H 1.908 1.717 2.668
C 0.817 -0.885 0.136
C 1.610 -1.888 0.914
O 1.270 -0.347 -1.048
H -0.273 -0.958 0.154
H 1.155 -2.575 0.013
H 2.692 -1.779 0.768
H 1.082 -2.232 1.810
H 2.204 -0.546 -1.177
H -1.823 0.551 0.014
O -2.533 0.167 -0.537
C -2.508 0.727 -1.764
O -3.265 0.217 -2.625
O -1.748 1.711 -1.961
Na -2.601 1.855 -4.079

Properties
2S+1 ... 1
Net charge ... 0

=====

C39H59N5O4SSe2SiZr | ωB97M-V with the def2-TZVPD basis set

CARTESIAN COORDINATES (ANGSTROEM)
Zr -0.206 -0.251 -1.189
O 3.035 1.354 -3.713
C 2.166 0.695 -3.148
N 1.677 0.818 -1.910
C 1.964 2.087 -1.277
C 0.694 2.904 -1.399
C 0.690 4.288 -1.453
C -0.511 4.958 -1.599
C -1.683 4.222 -1.686
C -1.604 2.842 -1.631
N -0.442 2.191 -1.491
C 1.395 -0.316 -3.959
C 1.858 -0.775 -5.175
C 1.022 -1.567 -5.943
C -0.262 -1.830 -5.486
C -0.645 -1.343 -4.252
N 0.185 -0.634 -3.477
H 2.783 2.605 -1.780
H 2.225 1.957 -0.222
H 1.631 4.821 -1.403
H -0.536 6.039 -1.657
H -2.643 4.703 -1.806
H -2.478 2.205 -1.700
H 2.844 -0.471 -5.495
H 1.353 -1.950 -6.899
H -0.964 -2.403 -6.075
H -1.634 -1.494 -3.847
C -2.676 2.324 4.566
C -3.430 1.093 4.061
C -4.280 1.318 2.809
C -3.514 1.397 1.496
N -2.620 2.554 1.431
C -1.272 2.525 1.514
Se -0.200 1.001 1.579
N -0.833 3.801 1.574
C 0.566 4.185 1.767
C 0.986 4.110 3.231
C 0.299 5.118 4.151
C 0.822 6.541 3.981
C -1.916 4.667 1.492
C -1.996 6.051 1.440
C -3.256 6.604 1.291
C -4.399 5.801 1.187
C -4.314 4.420 1.234
C -3.050 3.872 1.395
H -2.321 2.166 5.586
H -3.321 3.206 4.573
H -1.798 2.549 3.960
H -4.097 0.748 4.854
H -2.724 0.278 3.876
H -4.897 2.212 2.948
H -4.976 0.484 2.692
H -4.191 1.449 0.642
H -2.900 0.515 1.339
H 0.692 5.183 1.347
H 1.164 3.492 1.178
H 2.070 4.258 3.274
H 0.801 3.089 3.570
H 0.454 4.805 5.186
H -0.783 5.088 3.994
H 1.890 6.587 4.204
H 0.311 7.233 4.650
H 0.688 6.913 2.964
H -1.118 6.676 1.510
H -3.359 7.680 1.250
H -5.366 6.270 1.064
H -5.192 3.797 1.140
Se -2.616 -0.478 -1.418
C 4.289 -4.201 -2.922
C 3.816 -3.292 -1.799
C 4.400 -3.739 -0.464
C 4.182 -1.842 -2.081
O 2.383 -3.397 -1.790
Si 1.279 -3.313 -0.593
S 1.329 -1.505 0.456
O 1.474 -4.628 0.362
C 1.308 -4.866 1.778
C 0.003 -4.286 2.312
C 1.309 -6.382 1.930
C 2.505 -4.273 2.512
O -0.191 -3.303 -1.369
C -0.839 -4.474 -1.952
C -1.992 -4.014 -2.833
C 0.162 -5.273 -2.777
C -1.405 -5.320 -0.820
H 5.374 -4.146 -3.030
H 3.827 -3.899 -3.863
H 4.009 -5.235 -2.715
H 5.489 -3.665 -0.491
H 4.122 -4.771 -0.250
H 4.037 -3.102 0.346
H 5.266 -1.714 -2.101
H 3.762 -1.191 -1.314
H 3.783 -1.538 -3.050
H -0.855 -4.779 1.859
H -0.061 -3.215 2.122
H -0.044 -4.444 3.391
H 0.490 -6.826 1.363
H 1.190 -6.656 2.980
H 2.248 -6.797 1.562
H 2.511 -3.186 2.431
H 3.430 -4.669 2.092
H 2.464 -4.541 3.569
H -1.644 -3.731 -3.824
H -2.515 -3.177 -2.372
H -2.694 -4.840 -2.962
H 0.635 -4.632 -3.522
H -0.365 -6.081 -3.288
H 0.943 -5.710 -2.151
H -2.118 -4.728 -0.242
H -0.613 -5.674 -0.165
H -1.927 -6.184 -1.235

Properties
2S+1 ... 1
Net charge ... 0

=====

C48H95F15O24 | ωB97M-V with the def2-TZVPD basis set

CARTESIAN COORDINATES (ANGSTROEM)
C 0.771 -4.070 -0.823
C 2.247 -4.241 -0.807
O 2.722 -4.570 0.553
C 3.080 -3.484 1.249
O 3.041 -2.389 0.887
C 3.479 -3.906 2.672
F 3.531 -5.240 2.862
F 4.669 -3.379 3.058
F 2.549 -3.408 3.518
H 0.234 -4.955 -0.444
H 0.435 -3.934 -1.848
H 0.480 -3.205 -0.237
H 2.789 -3.412 -1.223
H 2.588 -5.115 -1.342
C -0.663 -4.089 3.198
C -0.307 -4.123 4.661
O -0.326 -5.559 4.996
C 0.824 -6.047 5.473
O 1.827 -5.440 5.540
C 0.702 -7.466 5.912
F 0.871 -7.354 7.270
F -0.497 -7.994 5.660
F 1.672 -8.231 5.366
H -0.884 -3.070 2.890
H -1.552 -4.699 3.108
H 0.105 -4.525 2.546
H -1.078 -3.650 5.270
H 0.674 -3.687 4.852
C 0.482 3.727 -3.316
C 1.262 4.978 -3.709
O 2.496 4.509 -4.317
C 3.280 5.494 -4.699
O 3.155 6.628 -4.470
C 4.524 4.854 -5.313
F 4.836 3.616 -4.845
F 4.390 4.731 -6.668
F 5.586 5.664 -5.086
H 0.215 3.220 -4.232
H -0.475 4.043 -2.915
H 1.055 3.090 -2.657
H 1.489 5.592 -2.833
H 0.670 5.582 -4.387
C 7.425 3.296 -1.524
C 6.524 2.563 -2.426
O 6.231 1.315 -1.677
C 5.889 0.298 -2.437
O 5.720 0.280 -3.581
C 5.663 -0.991 -1.580
F 4.346 -1.277 -1.705
F 6.435 -1.959 -2.096
F 5.952 -0.794 -0.293
H 7.782 4.222 -1.961
H 8.303 2.697 -1.297
H 6.963 3.623 -0.581
H 7.006 2.385 -3.384
H 5.573 3.065 -2.585
C -5.041 4.400 -1.279
C -4.558 4.329 -2.700
O -4.418 2.978 -3.146
C -3.309 2.376 -2.707
O -2.512 2.776 -1.929
C -3.242 1.027 -3.377
F -2.244 1.040 -4.280
F -3.038 0.085 -2.443
F -4.347 0.687 -4.048
H -4.291 3.912 -0.657
H -5.954 3.840 -1.144
H -5.199 5.428 -0.952
H -3.619 4.887 -2.715
H -5.168 4.896 -3.361
C 3.693 1.041 6.694
O 3.556 0.449 5.449
C 4.795 0.272 4.790
C 4.487 0.094 3.303
O 4.050 1.337 2.864
C 3.917 1.444 1.458
H 2.711 1.309 7.077
H 4.313 1.945 6.609
H 4.187 0.387 7.435
H 5.382 -0.568 5.203
H 5.531 1.065 4.881
H 3.704 -0.658 3.215
H 5.420 -0.193 2.804
H 4.905 1.410 0.987
H 3.448 2.413 1.313
H 3.322 0.598 1.108
C 0.446 2.400 3.856
O -0.012 1.251 3.219
C 0.702 0.143 3.677
C 0.249 -0.367 5.052
O -1.049 -0.983 4.983
C -2.163 -0.102 4.866
H 0.241 2.398 4.939
H -0.083 3.220 3.405
H 1.537 2.514 3.798
H 1.753 0.422 3.601
H 0.669 -0.632 2.914
H 0.197 0.518 5.692
H 0.892 -1.078 5.586
H -3.016 -0.646 5.265
H -2.298 0.274 3.859
H -2.112 0.791 5.495
C -5.618 0.867 0.258
O -6.176 1.455 -0.853
C -7.500 1.159 -1.034
C -7.944 1.744 -2.364
O -9.253 1.251 -2.538
C -9.839 1.727 -3.744
H -5.718 -0.227 0.260
H -6.091 1.297 1.147
H -4.534 1.036 0.266
H -8.060 1.571 -0.192
H -7.647 0.068 -0.955
H -7.248 1.469 -3.168
H -7.812 2.827 -2.314
H -10.784 1.204 -3.854
H -9.194 1.518 -4.606
H -10.105 2.778 -3.624
C 3.158 -3.995 -7.472
O 3.035 -2.815 -6.731
C 3.754 -2.724 -5.507
C 3.377 -3.691 -4.384
O 2.112 -3.496 -3.835
C 1.159 -4.056 -4.672
H 3.262 -3.857 -8.540
H 2.369 -4.684 -7.182
H 4.048 -4.600 -7.224
H 3.393 -1.768 -5.134
H 4.811 -2.616 -5.727
H 4.099 -3.586 -3.568
H 3.482 -4.698 -4.808
H 0.183 -4.122 -4.225
H 1.336 -5.102 -4.910
H 0.900 -3.577 -5.593
C -4.001 -5.833 1.581
O -5.399 -6.124 1.453
C -6.122 -5.148 2.106
C -6.163 -3.804 1.185
O -5.009 -3.033 1.291
C -4.920 -2.349 2.499
H -3.657 -5.063 0.885
H -3.510 -6.800 1.433
H -3.802 -5.529 2.608
H -5.748 -4.923 3.116
H -7.142 -5.469 2.231
H -7.037 -3.218 1.487
H -6.294 -4.097 0.149
H -4.831 -2.924 3.411
H -5.745 -1.643 2.603
H -3.957 -1.851 2.565
C 1.383 6.504 2.188
O 1.440 5.097 1.932
C 1.041 4.743 0.640
C -0.430 4.848 0.418
O -0.714 6.229 0.111
C -2.028 6.404 -0.334
H 0.376 6.861 2.358
H 1.944 7.096 1.451
H 1.905 6.714 3.108
H 1.386 3.728 0.462
H 1.604 5.419 -0.016
H -0.948 4.629 1.364
H -0.804 4.183 -0.377
H -2.287 5.714 -1.148
H -2.171 7.427 -0.673
H -2.792 6.141 0.404
C -1.644 -1.099 0.595
O -0.481 -0.946 -0.242
C -0.102 0.417 -0.189
C 1.118 0.581 -1.050
O 0.758 0.587 -2.417
C 0.909 -0.710 -2.979
H -1.956 -2.152 0.580
H -2.481 -0.464 0.247
H -1.419 -0.831 1.641
H 0.055 0.702 0.859
H -0.863 1.081 -0.631
H 1.883 -0.119 -0.754
H 1.611 1.521 -0.809
H 0.846 -0.635 -4.059
H 0.167 -1.381 -2.537
H 1.884 -1.171 -2.819

Properties
2S+1 ... 1
SMILES ... CCOC(=O)C(F)(F)F.CCOC(=O)C(F)(F)F.CCOC(=O)C(F)(F)F.CCOC(=O)C(F)(F)F.CCOC(=O)C(F)(F)F.COCCOC.COCCOC.COCCOC.COCCOC.COCCOC.COCCOC.COCCOC
Net charge ... 0

=====

Relative energy (zero: lowest compared OMol25 entry of this formula, charge and spin): 11.2; 15.6; 66.6; 35.7; 0.0; 18.3; 8.7; 1.8 (kcal per mole)
HOMO level: -8.02; -20.01; -9.46; -8.37; -8.24; -8.59; -7.20; -9.16 (eV)